Computed, not measured: a molecular structure, C40H42ClN3O9PSV in a non-equilibrium geometry, with ωB97M-V/def2-TZVPD.

As for the electronic energy: -4534.55005 Ha. The net charge is -1. The value obtained for the relative energy (zero: lowest compared OMol25 entry of this formula, charge and spin) is 1.543 eV. Its multiplicity is 4.

The geometry in XYZ format:
```
98
C40H42ClN3O9PSV (ωB97M-V/def2-TZVPD)
V -0.45185 0.22790 0.18979
O 0.61969 -0.54885 4.47855
Cl -0.13520 0.08942 3.45472
O 0.10245 1.48996 3.26640
O -1.53280 -0.10662 3.64891
O 0.26561 -0.53947 2.12531
O -4.33675 -1.32351 0.14926
C -3.12781 -1.46240 0.04408
O -2.30009 -0.42250 -0.13382
C -2.46218 -2.84032 -0.11791
P -0.72661 -2.76086 0.39580
C -0.78909 -3.17176 2.17759
C 0.32656 -3.72260 2.82550
C 0.33697 -4.02351 4.17398
C -0.77924 -3.64007 4.94171
C -1.88991 -3.10660 4.30512
C -1.87796 -2.86400 2.94546
C -0.03448 -4.34621 -0.23773
C -0.70343 -5.52740 0.04105
C -0.22075 -6.72950 -0.51812
C 0.87830 -6.73404 -1.36523
C 1.50184 -5.54654 -1.66114
C 1.04631 -4.36673 -1.12781
H -2.50584 -3.01269 -1.21122
H -3.10154 -3.57385 0.41788
H 1.14971 -4.07807 2.28442
H 1.18865 -4.44061 4.70017
H -0.77783 -3.70501 6.00112
H -2.79154 -2.86674 4.85674
H -2.78858 -2.44938 2.51979
H -1.55338 -5.48971 0.69877
H -0.73800 -7.65845 -0.36543
H 1.23721 -7.66753 -1.80671
H 2.40149 -5.47753 -2.26374
H 1.54261 -3.42142 -1.29497
C 3.19078 -1.29288 -0.25339
C 3.37114 -0.27136 0.84593
C 4.37988 -0.41283 1.79869
C 4.51446 0.54540 2.81140
C 3.73630 1.68175 2.79200
C 2.79334 1.89446 1.78575
C 2.07170 3.20785 1.73127
C 2.62452 0.91694 0.84538
N 1.55322 1.02366 -0.14755
C 1.81333 1.46640 -1.31933
C 3.19756 2.00573 -1.73274
C 0.77384 1.34517 -2.30533
C 0.98387 1.71911 -3.69297
N -0.33826 0.74887 -1.81809
C -1.31483 0.23298 -2.76435
C -1.01109 -0.93644 -3.45827
C 0.28127 -1.65353 -3.31641
C -1.92587 -1.38788 -4.40618
C -3.11643 -0.72165 -4.58167
C -3.36997 0.42809 -3.92578
C -2.47747 0.91861 -2.96315
C -2.83991 2.13854 -2.18073
H 3.78570 -2.16810 -0.04633
H 3.41124 -0.91750 -1.21909
H 2.12435 -1.63236 -0.28924
H 5.09669 -1.22066 1.72069
H 5.26879 0.42460 3.57633
H 3.80724 2.44725 3.56051
H 1.92753 3.62690 2.77165
H 1.09057 3.15800 1.27386
H 2.68485 3.93902 1.20354
H 3.66698 2.47227 -0.86692
H 3.15042 2.70450 -2.53844
H 3.85749 1.15255 -1.99760
H 1.92296 1.28367 -4.01566
H 0.97517 2.80621 -3.81531
H 0.18065 1.36180 -4.34355
H 0.34150 -2.50100 -3.99912
H 1.14132 -1.02683 -3.60228
H 0.47664 -2.00780 -2.29688
H -1.78861 -2.35035 -4.90341
H -3.82548 -1.10231 -5.29227
H -4.30189 0.94265 -4.08943
H -2.06390 2.86061 -2.02775
H -3.11641 1.83422 -1.16709
H -3.67319 2.62563 -2.71131
N -1.58869 1.79990 0.98598
C -1.56247 3.24877 0.71652
C -0.71173 3.81393 -0.23676
C -0.52806 5.16954 -0.29056
C -1.11290 5.99794 0.65914
C -2.00798 5.43761 1.58097
C -2.18849 4.08288 1.62421
S -0.81922 7.80221 0.56605
O 0.62240 7.76644 0.21578
O -1.75326 8.24428 -0.46750
O -1.10966 8.36507 1.85061
H -2.52506 1.38908 0.84748
H -1.46704 1.76095 1.99506
H -0.16491 3.20427 -0.93574
H 0.13975 5.66064 -0.95495
H -2.49360 6.09992 2.26148
H -2.73360 3.66380 2.41458
```